# 1
Formula: C2HClO2S
Source: the Open Molecules 2025 dataset
Level of theory: ωB97M-V/def2-TZVPD

net charge	0
ΔE to the lowest compared entry with this formula, charge and spin	427.1	kJ/mol
LUMO energy (spin up / spin down)	-3.16 / -3.16	eV
highest occupied orbital energy (spin up / spin down)	-8.04 / -8.03	eV

XYZ file:
```
7
C2HClO2S, DFT ωB97M-V/def2-TZVPD
C -0.33639 -0.63914 0.42510
C 0.42567 -1.72839 0.10250
O -1.18152 -0.30802 1.28751
O 1.30571 -2.28653 -0.41579
S -4.18898 -0.07449 -0.95266
Cl -3.36607 -0.27987 0.81499
H -0.23273 0.00979 -0.51262
```

***

# 2
Formula: C39H53Br72ClNO3
Source: the Open Molecules 2025 dataset
Level of theory: ωB97M-V/def2-TZVPD

net charge	0
multiplicity	2
LUMO energy (spin up / spin down)	-0.52 / -0.61	eV
highest occupied orbital energy (spin up / spin down)	-9.04 / -9.45	eV

XYZ file:
```
169
C39H53Br72ClNO3, DFT ωB97M-V/def2-TZVPD
C 2.37114 3.02342 -2.23729
C 0.84035 3.19725 -1.58873
O 0.92175 4.42217 -0.74155
C -0.14845 3.54281 -2.88265
O -1.56980 3.57287 -2.57399
C -2.14624 2.30117 -2.15620
C -1.44805 0.94495 -2.73016
C -2.18381 -0.46740 -2.28602
C -2.68212 -1.38852 -3.54742
Cl -3.62279 -0.47781 -4.86213
C -3.72648 2.33991 -2.70747
C -4.64159 3.49499 -1.99744
C -6.22847 3.10568 -2.35601
C -4.43873 5.01580 -2.65881
N -4.46539 3.64880 -0.50821
O -5.67990 3.64710 0.10090
C -3.69757 2.51609 0.13116
C -3.37925 3.02799 1.69289
C -4.60654 1.12684 0.33404
C -2.22680 2.20723 -0.52384
H 3.09394 3.75370 -1.66366
H 2.32197 3.27634 -3.39184
H 2.77757 1.92713 -2.02318
H 0.52140 2.23742 -1.00026
H 0.19079 5.06229 -1.03332
H 0.14960 4.66350 -3.17595
H 0.14411 2.91530 -3.85516
H -1.42207 1.04830 -3.91847
H -0.30549 0.80250 -2.42062
H -1.47531 -1.16086 -1.62391
H -3.12836 -0.25553 -1.60727
H -1.76205 -1.99242 -3.94513
H -3.43904 -2.19397 -3.09657
H -3.66933 2.59573 -3.87049
H -4.28655 1.32305 -2.57073
H -6.57183 2.09512 -1.87779
H -6.96829 4.00006 -2.14509
H -6.25266 2.94226 -3.53808
H -3.44976 5.47486 -2.21714
H -5.35728 5.64451 -2.24806
H -4.47891 4.98064 -3.82788
H -3.47532 4.21482 1.70547
H -2.25592 2.80674 1.99860
H -4.08043 2.53542 2.48816
H -5.26515 1.14652 1.30029
H -5.28949 0.89370 -0.59021
H -3.84565 0.20990 0.40811
H -1.85696 1.18613 -0.06520
H -1.49159 3.03397 -0.07546
C 1.30045 7.80047 -0.07622
Br 1.73543 9.54974 -0.80765
Br 1.75988 7.66985 1.80952
Br -0.55583 7.31989 -0.40397
H 1.91862 7.06914 -0.60731
C -0.05744 4.51221 4.34159
Br -0.33319 2.64580 4.81550
Br 1.62446 5.19553 5.04048
Br -0.21656 4.80363 2.42484
H -0.85872 5.08524 4.81972
C -1.06870 6.17086 7.82871
Br -0.66996 7.78223 8.84291
Br -1.41563 4.65079 8.99198
Br -2.51384 6.45438 6.55773
H -0.17332 5.92992 7.24624
C 0.71588 -2.64518 1.10898
Br 1.61489 -2.56604 -0.61428
Br 0.00233 -0.91310 1.63328
Br -0.64711 -4.03250 1.15149
H 1.47256 -2.91750 1.85215
C 0.28533 10.30910 -4.86841
Br -1.09092 10.64020 -3.53408
Br 1.86157 11.40960 -4.57089
Br 0.73409 8.42034 -4.99238
H -0.13152 10.60295 -5.83739
C -9.04867 0.14134 -0.61506
Br -7.85515 1.64945 -0.32314
Br -10.06402 0.33042 -2.26354
Br -8.10213 -1.55642 -0.53862
H -9.77148 0.14174 0.20748
C -5.49631 3.42761 6.57034
Br -5.30037 2.62971 8.33359
Br -3.81534 3.44163 5.59140
Br -6.92177 2.58557 5.54896
H -5.78633 4.47246 6.72264
C 3.05075 -6.09848 2.41123
Br 2.36490 -4.78303 3.66954
Br 2.06721 -7.77403 2.50786
Br 3.11451 -5.40018 0.59671
H 4.08251 -6.31588 2.70659
C 2.07394 -0.88056 -4.78900
Br 2.72475 -2.54332 -4.01712
Br 0.13022 -0.81212 -4.82674
Br 2.83599 0.67538 -3.90440
H 2.41499 -0.85592 -5.82924
C 6.95328 -7.57189 -0.66717
Br 5.95464 -6.34777 -1.80222
Br 6.81880 -7.08893 1.21241
Br 6.44524 -9.42397 -0.97678
H 8.00792 -7.47866 -0.94657
C 4.50472 6.39702 -3.24971
Br 4.93969 8.14628 -3.98113
Br 4.96415 6.26639 -1.36397
Br 2.64843 5.91643 -3.57745
H 5.12288 5.66569 -3.78080
C -2.64672 -0.46897 4.76002
Br -3.64536 0.75515 3.62496
Br -2.78120 0.01398 6.63960
Br -3.15476 -2.32106 4.45040
H -1.59208 -0.37575 4.48062
C 0.74683 -1.35689 7.56080
Br 0.47107 -3.22330 8.03471
Br 2.42873 -0.67357 8.25969
Br 0.58770 -1.06547 5.64405
H -0.05446 -0.78386 8.03893
C -7.65317 -1.29373 6.01080
Br -7.92893 -3.16014 6.48471
Br -5.97127 -0.61041 6.70969
Br -7.81230 -1.00231 4.09405
H -8.45446 -0.72070 6.48893
C 10.36004 -9.70607 -0.46367
Br 10.31569 -8.29196 -1.79875
Br 12.12511 -10.51117 -0.32049
Br 9.70152 -9.09400 1.26142
H 9.67752 -10.49080 -0.80632
C -10.18960 -5.12578 3.35963
Br -11.90745 -4.31342 3.77576
Br -10.31773 -7.06236 3.22778
Br -9.38485 -4.34373 1.77062
H -9.52049 -4.90597 4.19809
C 1.66883 -12.37618 2.43249
Br 2.14687 -13.00106 4.21157
Br 0.04789 -11.30089 2.45434
Br 3.14382 -11.44474 1.57168
H 1.45533 -13.26415 1.82838
C -2.55384 11.75078 -7.84167
Br -3.93008 12.08188 -6.50734
Br -0.97759 12.85128 -7.54415
Br -2.10507 9.86202 -7.96564
H -2.97068 12.04463 -8.81065
C 11.30906 -4.53985 -3.86381
Br 9.51908 -5.24678 -4.14725
Br 11.49880 -3.73453 -2.10324
Br 12.67831 -5.88065 -4.19786
H 11.45749 -3.74140 -4.59830
C 1.18506 4.41135 -7.00970
Br 0.00626 3.98744 -5.52146
Br 1.95128 2.80991 -7.80498
Br 0.30326 5.52764 -8.33654
H 2.01689 4.99544 -6.60237
C 16.50985 -10.88288 -1.38813
Br 15.51121 -9.65876 -2.52318
Br 16.37537 -10.39993 0.49146
Br 16.00181 -12.73497 -1.69774
H 17.56449 -10.78966 -1.66752
C 3.40340 10.73542 4.40199
Br 3.12765 8.86901 4.87590
Br 5.08530 11.41874 5.10088
Br 3.24427 11.02684 2.48524
H 2.60212 11.30845 4.88012
C -14.01285 -9.57833 3.15681
Br -13.09708 -10.55206 4.57008
Br -14.45221 -7.76187 3.69681
Br -13.01461 -9.61584 1.48759
H -14.96051 -10.09570 2.97432
C 13.73200 -15.69906 -2.90928
Br 12.55320 -16.12297 -1.42104
Br 14.49822 -17.30050 -3.70456
Br 12.85020 -14.58277 -4.23612
H 14.56384 -15.11497 -2.50195
```

***

# 3
Formula: C37H57BN8O
Source: the Open Molecules 2025 dataset
Level of theory: ωB97M-V/def2-TZVPD

net charge	0
ΔE to the lowest compared entry with this formula, charge and spin	660.3	kJ/mol
LUMO energy	-3.21	eV
highest occupied orbital energy	-7.44	eV

XYZ file:
```
104
C37H57BN8O, DFT ωB97M-V/def2-TZVPD
C 0.00566 -0.82313 1.25088
C 0.41166 0.31487 0.42588
C 1.93466 0.30687 0.14888
C 2.38866 1.33287 -0.66412
C 1.85766 1.05687 -2.14112
C 0.32266 0.84587 -2.18212
N -0.27634 0.31387 -0.88212
O -1.58234 0.06887 -0.86412
C -0.08634 -0.17113 -3.25912
C -0.41234 2.34687 -2.49012
C -0.06134 1.61287 1.08688
H 0.35066 -0.69913 2.28188
H 0.44166 -1.76213 0.80988
H -0.88134 -0.74613 1.42088
H 2.31366 -0.65913 0.11988
H 2.40366 0.55387 1.01988
H 3.69666 1.25387 -0.69812
H 2.05966 2.32087 -0.41312
H 2.24666 0.03987 -2.30412
H 2.23866 1.48187 -2.90312
H -1.15234 -0.47713 -3.35012
H 0.52066 -0.98613 -3.00012
H -0.05734 0.53987 -4.14212
H -0.40234 2.88687 -1.72312
H -1.42934 2.05387 -2.80212
H -0.00434 2.99187 -3.18612
H 0.04266 2.57987 0.66188
H 0.57766 1.69887 1.86188
H -1.03334 1.68687 1.49388
B 3.46266 -3.55413 -0.74612
H 4.23866 -4.22513 0.21588
H 3.48466 -4.36413 -1.59612
H 2.45966 -2.99313 -0.46912
H 4.21066 -2.61213 -1.22112
N -2.04334 0.72987 7.10788
C -1.29134 1.73687 6.55188
C -0.95834 1.45387 5.14588
C -1.55534 0.09487 4.88788
C -2.22534 -0.34313 6.20988
H -2.25934 0.41987 8.05888
H -1.12134 2.75687 7.02388
H -0.46634 2.00487 4.42288
H -1.41034 -0.41013 3.92788
H -2.74234 -1.29013 6.51788
N -6.55134 -1.10113 1.08488
C -5.64234 -1.96013 0.44088
C -4.34834 -1.89813 1.27688
C -4.54134 -0.81713 2.31688
C -5.90234 -0.43713 2.20888
H -7.66234 -0.86313 1.01788
H -5.92634 -2.75913 -0.28512
H -3.30034 -2.41613 0.88388
H -3.90434 -0.36613 3.25888
H -6.42434 0.30787 2.77388
N 3.77566 -3.27413 -6.05712
C 3.54966 -2.63413 -7.32912
C 3.31566 -1.25213 -6.95212
C 2.87366 -1.09013 -5.51012
C 3.29566 -2.52113 -5.07112
H 4.21566 -4.10413 -5.96012
H 4.11066 -3.22213 -8.24912
H 3.22566 -0.46113 -7.56412
H 2.51666 -0.35713 -4.85512
H 3.13766 -3.10313 -4.13812
N -1.52234 -3.40813 -3.48712
C -2.69334 -2.72813 -3.24612
C -2.65934 -2.59113 -1.71112
C -1.40934 -3.18413 -1.11812
C -0.61234 -3.69313 -2.36112
H -1.11734 -3.67813 -4.39012
H -3.25534 -2.50213 -3.92912
H -3.43134 -2.01513 -1.18712
H -1.01134 -3.18613 -0.00012
H 0.36366 -4.06213 -2.44712
N 3.37766 6.06587 2.03388
C 4.17166 4.93587 2.15988
C 3.16866 3.72187 2.59488
C 1.85166 4.39287 2.70688
C 2.05666 5.87087 2.34888
H 3.67966 6.93987 1.69288
H 5.18666 4.72887 2.03388
H 3.34166 2.81487 2.81988
H 0.91566 3.84487 2.91188
H 1.45566 6.75287 1.95188
N -4.84934 1.01787 -0.67712
C -4.57434 2.37987 -0.53812
C -4.19434 2.82787 -2.00512
C -4.31734 1.65887 -2.74712
C -4.76534 0.39687 -1.93012
H -4.96734 0.30787 0.18488
H -4.45234 3.06887 0.43988
H -3.88434 4.02487 -2.29512
H -4.10834 1.47287 -3.77712
H -5.01234 -0.61113 -2.16112
N 3.65066 -2.04713 2.22988
C 2.71666 -2.19313 3.27488
C 2.98566 -0.97713 4.27088
C 3.97966 -0.14713 3.47188
C 4.32266 -0.84213 2.20288
H 3.64266 -2.74013 1.66688
H 2.09666 -2.82013 3.58688
H 2.33866 -0.88913 5.25688
H 4.42666 0.76287 3.81588
H 5.07766 -0.71113 1.44388
```